Molecular formula: C3H9N3
Method: DFT, wB97M-V/def2-TZVPD

CARTESIAN COORDINATES (ANGSTROEM)
C (-0.792, -0.696, -0.483)
C (0.345, -0.959, 0.427)
N (0.184, 0.955, -0.857)
N (-2.022, -0.489, 0.062)
C (0.886, 0.557, 0.633)
N (2.142, 0.864, 0.886)
H (-0.811, -1.104, -1.485)
H (-2.060, -0.119, 1.000)
H (-0.149, 1.913, -0.974)
H (0.897, 0.777, -1.562)
H (-2.764, -0.161, -0.537)
H (2.777, 0.369, 0.256)
H (0.061, -1.412, 1.376)
H (1.125, -1.542, -0.060)
H (0.180, 1.049, 1.317)

E_HOMO   -6.86 eV
E_tot   -7724.0875 eV
Energy relative to the best compared isomer or geometry (same formula, charge and spin)   3.487 eV
Charge   0
LUMO level   0.60 eV



Molecular formula: C4H6O2
Method: DFT, wB97M-V/def2-TZVPD

CARTESIAN COORDINATES (ANGSTROEM)
O (-2.169, 0.414, 0.165)
C (-1.025, -0.251, 0.025)
C (0.045, 0.044, -0.984)
C (1.258, -0.365, -0.180)
C (1.120, 0.035, 1.089)
O (-0.100, 0.477, 1.406)
H (-1.888, 1.335, 0.273)
H (-1.224, -1.338, 0.094)
H (-0.035, -0.526, -1.915)
H (0.026, 1.120, -1.236)
H (2.069, -0.950, -0.572)
H (1.922, 0.006, 1.833)

E_HOMO   -8.31 eV
E_tot   -8338.0561 eV
Energy relative to the best compared isomer or geometry (same formula, charge and spin)   2.405 eV
Charge   0
LUMO level   0.92 eV



Molecular formula: C2H5N3O
Method: DFT, wB97M-V/def2-TZVPD

CARTESIAN COORDINATES (ANGSTROEM)
C (0.928, 0.099, 0.128)
C (-2.495, -0.173, 0.091)
H (1.428, -2.003, -1.086)
H (2.743, -0.774, -0.268)
H (2.281, 1.297, -0.079)
H (-3.373, 0.499, -0.612)
H (-2.675, -1.224, 1.802)
N (1.751, -0.949, -0.186)
N (1.238, 1.367, 0.266)
N (-1.348, 0.415, -0.737)
O (-0.312, -0.397, 0.440)

E_HOMO   -9.04 eV
E_tot   -8660.4721 eV
Energy relative to the best compared isomer or geometry (same formula, charge and spin)   13.170 eV
Charge   0
LUMO level   -2.39 eV



Molecular formula: C4H8O2
Method: DFT, wB97M-V/def2-TZVPD

CARTESIAN COORDINATES (ANGSTROEM)
O (0.816, -0.874, 1.706)
C (0.768, 0.685, 1.288)
C (-0.140, 0.599, 0.127)
C (0.311, 0.089, -1.223)
C (-0.905, -0.818, -1.153)
O (-1.226, -0.361, 0.166)
H (-0.065, -1.257, 1.596)
H (0.319, 1.155, 2.183)
H (1.800, 1.033, 1.264)
H (-0.712, 1.714, 0.175)
H (0.315, 0.874, -1.980)
H (1.274, -0.416, -1.172)
H (-0.751, -1.899, -1.214)
H (-1.766, -0.545, -1.776)

Structure (SMILES)   OC[C@H]1CCO1
E_HOMO   -9.86 eV
E_tot   -8370.1230 eV
Energy relative to the best compared isomer or geometry (same formula, charge and spin)   3.159 eV
Charge   0
LUMO level   1.01 eV



Molecular formula: C19H76O19
Method: DFT, wB97M-V/def2-TZVPD

CARTESIAN COORDINATES (ANGSTROEM)
C (2.389, -1.367, 1.418)
O (1.974, -0.025, 1.544)
H (1.539, -2.049, 1.445)
H (2.893, -1.516, 0.463)
H (3.102, -1.729, 2.159)
H (1.639, -0.022, 2.444)
C (-1.735, 4.259, 3.604)
O (-3.122, 4.046, 3.759)
H (-1.161, 3.813, 4.416)
H (-1.387, 4.042, 2.594)
H (-1.468, 5.312, 3.694)
H (-3.346, 3.971, 2.829)
C (-0.853, 6.500, -3.101)
O (-1.336, 5.167, -3.451)
H (0.104, 6.690, -3.587)
H (-1.505, 7.261, -3.529)
H (-0.845, 6.651, -2.022)
H (-0.615, 4.570, -3.235)
C (-4.481, -3.462, 3.145)
O (-3.384, -4.317, 3.126)
H (-4.731, -3.053, 4.124)
H (-4.437, -2.591, 2.491)
H (-5.307, -4.121, 2.880)
H (-3.113, -4.573, 2.241)
C (0.871, 2.946, -0.152)
O (1.217, 4.056, -0.968)
H (1.609, 2.145, -0.211)
H (0.633, 3.196, 0.882)
H (-0.093, 2.488, -0.371)
H (1.107, 3.830, -1.895)
C (-0.856, -6.652, 0.823)
O (-1.562, -6.654, -0.426)
H (-0.005, -7.333, 0.802)
H (-0.446, -5.659, 1.005)
H (-1.508, -6.820, 1.681)
H (-1.778, -7.567, -0.630)
C (3.588, 2.592, 3.555)
O (3.003, 2.691, 4.850)
H (4.459, 3.233, 3.693)
H (3.818, 1.594, 3.183)
H (3.045, 3.221, 2.850)
H (3.437, 2.050, 5.418)
C (5.508, -2.257, -3.660)
O (5.735, -2.110, -5.128)
H (5.351, -3.308, -3.417)
H (6.482, -2.020, -3.232)
H (4.724, -1.620, -3.252)
H (6.003, -2.957, -5.491)
C (4.025, 1.053, -1.794)
O (4.805, 1.850, -0.985)
H (2.950, 1.197, -1.696)
H (4.313, 1.082, -2.845)
H (4.210, 0.063, -1.378)
H (5.737, 1.856, -1.214)
C (-2.311, -1.895, 6.115)
O (-2.881, -1.223, 7.207)
H (-2.054, -1.149, 5.363)
H (-1.423, -2.441, 6.431)
H (-2.992, -2.626, 5.681)
H (-2.210, -0.677, 7.622)
C (-0.499, -0.614, -0.911)
O (-0.929, -0.564, 0.435)
H (0.339, -1.295, -1.062)
H (-1.258, -0.944, -1.621)
H (-0.209, 0.414, -1.128)
H (-0.204, -0.445, 1.053)
C (3.005, -5.379, -1.218)
O (3.741, -5.890, -2.370)
H (3.726, -4.900, -0.555)
H (2.240, -4.657, -1.503)
H (2.518, -6.180, -0.662)
H (4.663, -6.032, -2.142)
C (-2.959, 5.350, 0.320)
O (-3.897, 4.587, 1.107)
H (-3.461, 5.924, -0.458)
H (-2.378, 6.137, 0.800)
H (-2.163, 4.810, -0.192)
H (-4.634, 4.434, 0.511)
C (1.378, -0.242, -4.754)
O (0.167, 0.123, -4.195)
H (2.100, 0.574, -4.720)
H (1.692, -1.172, -4.281)
H (1.235, -0.511, -5.801)
H (-0.484, -0.326, -4.738)
C (-0.095, 0.648, 4.273)
O (1.070, -0.134, 4.094)
H (-0.943, 0.067, 3.911)
H (-0.247, 0.881, 5.327)
H (-0.022, 1.611, 3.768)
H (1.578, 0.065, 4.884)
C (-2.749, -3.215, -0.480)
O (-3.020, -4.349, 0.280)
H (-3.161, -2.342, 0.026)
H (-1.659, -3.203, -0.468)
H (-3.140, -3.126, -1.494)
H (-2.499, -5.097, -0.022)
C (-4.025, 0.871, 2.821)
O (-4.710, 1.731, 3.643)
H (-3.355, 0.382, 3.529)
H (-4.685, 0.116, 2.394)
H (-3.638, 1.401, 1.951)
H (-4.138, 2.497, 3.732)
C (1.531, 3.796, -4.243)
O (0.735, 2.872, -3.499)
H (2.548, 3.409, -4.176)
H (1.165, 3.903, -5.264)
H (1.512, 4.760, -3.733)
H (0.819, 1.982, -3.849)
C (-1.483, -2.332, -6.019)
O (-1.781, -0.966, -6.289)
H (-0.473, -2.647, -6.285)
H (-1.647, -2.639, -4.986)
H (-2.136, -2.972, -6.613)
H (-2.408, -0.802, -6.997)

E_HOMO   -9.22 eV
E_tot   -59827.4299 eV
Energy relative to the best compared isomer or geometry (same formula, charge and spin)   3.576 eV
Charge   0
LUMO level   0.21 eV



Molecular formula: C5H9Cl2N2OS
Method: DFT, wB97M-V/def2-TZVPD

CARTESIAN COORDINATES (ANGSTROEM)
C (-2.771, 0.998, 0.338)
C (1.413, -1.003, 0.316)
C (0.978, 0.342, 0.889)
C (0.408, -0.015, -1.513)
C (-3.527, -0.118, 0.139)
N (-3.255, 2.275, 0.267)
N (0.484, -1.295, -0.800)
O (-1.471, 0.846, 0.618)
S (-0.006, 1.180, -0.415)
Cl (-5.236, -0.179, 0.002)
Cl (-2.689, -1.633, 0.064)
H (2.419, -0.930, -0.104)
H (1.390, -1.789, 1.070)
H (0.337, 0.249, 1.761)
H (1.828, 0.979, 1.124)
H (-0.061, -0.038, -2.480)
H (-4.257, 2.376, 0.275)
H (-2.756, 2.966, 0.808)
H (0.824, -2.051, -1.402)
H (-0.465, -1.572, -0.438)

E_HOMO (spin up / spin down)   -11.28 / -11.28 eV
E_tot   -46229.5046 eV
Energy relative to the best compared isomer or geometry (same formula, charge and spin)   0.000 eV
Charge   +1
LUMO level (spin up / spin down)   -3.89 / -3.89 eV